[1]
15
Properties=species:S:1:pos:R:3:mulliken_charge:R:1 method="wB97M-V/def2-TZVPD" spin_multiplicity=1 e_tot_ev=-69655.022 smiles=CC[C@H](C)[SeH] e_above_lowest_ev=1.236 homo_lumo_gap_ev=9.5118
C 1.153 1.313 0.505 -1.123
C 0.431 0.036 1.020 -0.276
C -0.243 -0.636 -0.264 -0.349
C -1.241 0.198 -1.118 -1.137
Se -1.241 -2.428 0.182 -0.122
H 1.785 1.086 -0.313 0.366
H 0.394 2.104 0.338 0.279
H 1.952 1.701 1.330 0.294
H -0.381 0.190 1.783 0.293
H 1.277 -0.507 1.447 0.317
H 0.556 -1.144 -0.894 0.381
H -1.996 0.663 -0.402 0.292
H -0.778 1.087 -1.855 0.244
H -1.680 -0.493 -1.810 0.447
H 0.011 -3.168 0.053 0.092

---

[2]
31
Properties=species:S:1:pos:R:3:mulliken_charge:R:1 method="wB97M-V/def2-TZVPD" spin_multiplicity=1 e_tot_ev=-20757.490 e_above_lowest_ev=6.439 homo_lumo_gap_ev=9.0455
C -0.687 1.858 -1.183 0.473
C -0.077 0.585 -0.936 -0.402
C -0.426 2.317 -2.627 -0.820
C 0.682 3.429 -2.540 -0.674
C 1.446 3.247 -1.158 -0.376
C -0.101 -1.491 0.433 -0.861
C -1.391 -2.114 1.228 0.388
C 1.077 -1.458 1.355 0.360
C 0.474 -0.909 2.722 -0.794
H 0.686 2.101 0.551 0.318
H -1.665 2.067 -0.921 0.564
H -1.329 2.778 -3.006 0.348
H -0.009 1.344 -3.028 0.313
H 0.082 4.320 -2.510 0.306
H 1.261 3.626 -3.537 0.309
H 2.099 2.242 -1.262 0.218
H 1.826 4.173 -0.823 0.365
H -1.325 0.279 0.700 0.413
H 0.005 -2.119 -0.451 0.659
H 1.753 -0.534 0.927 0.325
H 2.340 -2.963 1.885 0.341
H -0.516 0.012 2.596 0.160
H 1.369 -0.326 3.403 0.311
H -0.015 -2.051 3.150 0.258
H -0.218 -3.786 1.394 0.450
N 0.311 2.712 -0.326 -0.547
N -0.523 -0.222 0.121 -0.050
O 0.867 0.152 -1.678 -0.696
O -2.488 -1.433 1.314 -0.569
O 1.462 -2.874 1.330 -0.581
O -1.196 -3.518 1.361 -0.506

---

[3]
6
Properties=species:S:1:pos:R:3:mulliken_charge:R:1 method="wB97M-V/def2-TZVPD" spin_multiplicity=1 e_tot_ev=-2137.228 smiles="C=C" e_above_lowest_ev=0.672 homo_lumo_gap_ev=11.2945
C 0.667 -0.021 -0.005 -0.457
C -0.684 0.007 -0.027 -0.363
H 1.353 0.850 0.184 0.192
H 1.383 -0.870 -0.106 0.214
H -1.153 0.968 -0.083 0.219
H -1.484 -0.864 0.195 0.195

---

[4]
56
Properties=species:S:1:pos:R:3:mulliken_charge:R:1 method="wB97M-V/def2-TZVPD" spin_multiplicity=1 e_tot_ev=-995565.697 smiles=BrCCBr.BrCCBr.BrCCBr.BrCCBr.BrCCBr.BrCCBr.BrCCBr e_above_lowest_ev=2.851 homo_lumo_gap_ev=10.1952
Br -1.172 -20.791 0.731 -0.122
C -0.785 -19.603 -0.770 -0.654
C -1.438 -18.315 -0.549 -0.572
Br -0.137 -17.370 0.676 -0.145
H -1.177 -20.057 -1.680 0.342
H 0.276 -19.463 -0.978 0.422
H -2.444 -18.303 -0.128 0.408
H -1.547 -17.841 -1.525 0.321
Br 9.068 -21.408 -7.019 -0.170
C 9.044 -19.977 -5.656 -0.656
C 7.834 -20.049 -4.674 -0.482
Br 8.119 -18.488 -3.492 -0.156
H 9.108 -18.997 -6.129 0.394
H 9.977 -20.179 -5.130 0.360
H 7.950 -20.948 -4.069 0.332
H 6.815 -20.057 -5.060 0.378
Br 4.190 -12.045 -1.310 -0.191
C 5.131 -12.441 0.427 -0.600
C 4.499 -11.629 1.535 -0.602
Br 5.469 -12.261 3.181 -0.163
H 6.190 -12.195 0.359 0.398
H 5.017 -13.470 0.768 0.395
H 3.418 -11.647 1.672 0.404
H 4.725 -10.563 1.537 0.359
Br 7.974 -4.912 5.701 -0.166
C 8.095 -5.577 3.797 -0.547
C 9.285 -6.602 3.723 -0.689
Br 9.617 -7.289 1.865 -0.170
H 8.406 -4.797 3.102 0.357
H 7.117 -5.875 3.418 0.398
H 9.225 -7.431 4.429 0.415
H 10.129 -6.093 4.190 0.401
Br -1.681 -10.361 -8.263 -0.141
C -0.290 -9.895 -9.443 -0.506
C 0.796 -9.193 -8.552 -0.596
Br 2.130 -8.442 -9.753 -0.164
H -0.813 -9.310 -10.200 0.350
H 0.094 -10.824 -9.862 0.341
H 1.359 -9.759 -7.810 0.376
H 0.355 -8.306 -8.096 0.340
Br 9.139 -10.969 -7.761 -0.153
C 8.175 -12.687 -7.564 -0.599
C 7.281 -13.055 -8.759 -0.587
Br 6.177 -14.704 -8.308 -0.167
H 7.615 -12.689 -6.628 0.386
H 8.909 -13.491 -7.510 0.354
H 7.982 -13.246 -9.572 0.365
H 6.675 -12.220 -9.111 0.401
Br -0.074 -8.171 -0.985 -0.163
C -1.413 -9.354 -1.875 -0.550
C -1.833 -10.463 -0.896 -0.582
Br -3.310 -11.550 -1.672 -0.160
H -0.980 -9.617 -2.839 0.383
H -2.226 -8.652 -2.060 0.338
H -2.018 -10.081 0.108 0.400
H -1.036 -11.202 -0.813 0.333

---

[5]
11
Properties=species:S:1:pos:R:3:mulliken_charge:R:1 method="wB97M-V/def2-TZVPD" spin_multiplicity=1 e_tot_ev=-15078.742 smiles="S=C1CCC1" e_above_lowest_ev=1.050 homo_lumo_gap_ev=8.6946
S 2.630 0.018 -0.098 -0.387
C 1.138 0.017 0.190 0.206
C 0.122 -1.064 0.156 -0.399
C -0.993 -0.053 -0.278 -0.549
C 0.009 1.104 0.126 -0.487
H 0.199 -1.822 -0.614 0.302
H 0.053 -1.364 1.209 0.243
H -1.112 -0.123 -1.339 0.263
H -1.954 -0.095 0.230 0.282
H -0.247 1.551 1.075 0.249
H 0.155 1.832 -0.658 0.276

---

[6]
63
Properties=species:S:1:pos:R:3:mulliken_charge:R:1 method="wB97M-V/def2-TZVPD" charge=+2 spin_multiplicity=1 e_tot_ev=-67930.003 e_above_lowest_ev=0.000 homo_lumo_gap_ev=5.2560
Au -0.156 0.170 -0.152 1.093
C -1.606 1.349 3.510 -1.484
C -0.111 1.155 3.537 1.253
C 0.687 1.874 4.407 -0.875
C 2.065 1.699 4.421 -0.876
C 2.675 0.783 3.571 -1.097
C 1.925 0.032 2.688 1.314
C 2.559 -0.980 1.772 -1.023
C 0.533 0.229 2.702 -0.807
N -0.245 -0.487 1.764 0.003
C -0.897 -1.572 1.952 1.135
C -0.916 -2.304 3.242 -1.813
C -1.647 -2.076 0.764 1.478
C -2.592 -3.217 0.881 -1.857
N -1.418 -1.439 -0.325 -0.194
C -1.954 -1.772 -1.601 -0.076
C -1.574 -2.969 -2.222 1.437
C -0.643 -3.982 -1.595 -1.977
C -2.083 -3.215 -3.488 -1.017
C -2.932 -2.313 -4.106 -0.952
C -3.295 -1.134 -3.464 -1.008
C -2.810 -0.834 -2.209 1.031
C -3.218 0.433 -1.500 -1.392
H -1.861 2.354 3.837 0.510
H -2.100 0.656 4.196 0.304
H -2.029 1.199 2.515 0.186
H 0.223 2.587 5.076 0.510
H 2.670 2.287 5.098 0.468
H 3.749 0.647 3.601 0.489
H 3.630 -1.039 1.948 0.462
H 2.407 -0.717 0.719 0.145
H 2.137 -1.978 1.924 0.244
H -0.243 -1.848 3.962 0.410
H -0.625 -3.345 3.075 0.438
H -1.926 -2.317 3.661 0.456
H -3.156 -3.156 1.811 0.590
H -2.044 -4.164 0.885 0.331
H -3.277 -3.231 0.036 0.402
H -0.124 -3.612 -0.709 0.347
H 0.115 -4.288 -2.317 0.554
H -1.192 -4.886 -1.322 0.413
H -1.796 -4.130 -3.993 0.513
H -3.317 -2.526 -5.094 0.455
H -3.971 -0.441 -3.948 0.467
H -4.038 0.917 -2.025 0.485
H -2.390 1.149 -1.459 0.222
H -3.543 0.239 -0.475 0.295
Cl 4.608 6.258 -3.445 -0.149
C 3.614 5.021 -2.792 0.390
C 4.030 4.344 -1.651 -0.806
C 3.226 3.355 -1.123 -0.326
C 2.017 3.042 -1.744 0.187
C 1.605 3.729 -2.885 -0.250
C 2.405 4.722 -3.410 -0.781
C 1.177 2.006 -1.195 0.801
O 0.159 1.530 -1.790 -0.610
O 1.404 1.474 -0.031 -0.431
H 4.971 4.604 -1.186 0.435
H 3.534 2.815 -0.237 0.443
H 0.662 3.478 -3.353 0.432
H 2.105 5.277 -4.288 0.443
I 1.620 -1.582 -2.598 0.278
I 3.219 0.138 -3.823 -0.047

---

[7]
168
Properties=species:S:1:pos:R:3:mulliken_charge:R:1 method="wB97M-V/def2-TZVPD" spin_multiplicity=1 e_tot_ev=-77059.547 e_above_lowest_ev=6.799 homo_lumo_gap_ev=9.7939
C 3.124 6.358 0.183 -0.520
O 3.791 6.842 -1.005 -0.602
H 3.792 5.734 0.777 0.231
H 2.879 7.224 0.798 0.368
H 2.212 5.861 -0.148 0.207
H 4.456 6.175 -1.191 0.426
C -6.376 -1.742 1.489 -0.732
O -5.113 -1.636 2.162 -0.320
H -6.328 -1.360 0.469 0.278
H -6.666 -2.782 1.345 0.220
H -7.171 -1.275 2.072 0.308
H -5.071 -2.358 2.793 0.167
C -1.435 3.579 -4.320 -0.285
O -1.930 2.960 -3.098 -0.430
H -1.740 2.961 -5.164 0.082
H -1.757 4.596 -4.543 0.354
H -0.352 3.681 -4.240 0.017
H -2.885 3.041 -3.133 0.268
C 0.608 0.652 0.018 -0.669
O 0.198 -0.396 0.882 -0.029
H 1.683 0.811 0.104 0.048
H 0.500 0.449 -1.048 0.399
H 0.003 1.532 0.234 0.277
H -0.753 -0.411 0.751 0.066
C -3.600 -0.008 5.386 0.097
O -4.383 0.641 6.347 -0.569
H -2.823 -0.647 5.805 0.206
H -4.119 -0.728 4.753 0.086
H -3.079 0.716 4.759 -0.089
H -3.908 1.305 6.852 0.316
C -3.157 0.200 -0.076 -0.419
O -2.663 -0.659 0.915 -0.380
H -3.918 0.830 0.386 0.342
H -2.410 0.914 -0.423 0.156
H -3.681 -0.400 -0.820 0.052
H -3.379 -0.845 1.527 0.170
C 4.265 -4.631 0.210 -1.413
C 2.998 -4.087 0.920 0.967
C 1.703 -4.674 0.265 -1.226
O 3.082 -4.308 2.351 -0.636
H 5.112 -4.037 0.553 0.365
H 4.285 -4.436 -0.862 0.295
H 4.444 -5.701 0.323 0.363
H 2.936 -3.000 0.867 0.010
H 1.782 -4.484 -0.805 0.369
H 0.880 -4.047 0.610 0.188
H 1.463 -5.723 0.433 0.322
H 2.451 -3.703 2.749 0.261
C 0.227 -3.862 4.623 -1.659
C 0.184 -2.397 4.281 1.300
C 0.626 -1.306 5.336 -1.125
O 0.962 -2.402 3.131 0.049
H 1.199 -4.041 5.083 0.461
H -0.080 -4.446 3.756 0.215
H -0.399 -4.043 5.497 0.494
H -0.829 -2.145 3.967 -0.141
H 0.234 -1.349 6.352 0.410
H 0.363 -0.312 4.974 0.014
H 1.706 -1.453 5.324 0.211
H 1.007 -1.540 2.710 -0.097
C -3.218 6.129 3.510 -1.462
C -3.315 4.613 3.650 0.590
C -2.417 3.749 2.726 -0.791
O -2.895 4.416 4.928 -0.502
H -3.519 6.479 2.523 0.333
H -2.226 6.531 3.715 0.375
H -3.704 6.615 4.356 0.426
H -4.346 4.270 3.563 0.151
H -1.412 4.141 2.880 0.093
H -2.645 3.824 1.663 0.418
H -2.304 2.724 3.079 0.091
H -3.218 5.209 5.363 0.276
C -3.071 -0.667 -5.242 -0.755
C -4.266 -0.148 -5.973 0.613
C -3.853 0.873 -7.124 -1.296
O -4.914 -1.191 -6.659 -0.573
H -2.392 0.155 -5.017 0.141
H -2.616 -1.512 -5.759 0.370
H -3.303 -1.137 -4.285 0.026
H -5.058 0.247 -5.337 0.198
H -3.046 0.463 -7.731 0.318
H -3.605 1.795 -6.598 0.219
H -4.691 1.076 -7.791 0.456
H -5.543 -0.924 -7.333 0.289
C 4.535 2.801 -1.052 -0.689
C 4.916 3.666 -2.314 0.212
C 3.622 3.995 -3.126 -0.663
O 5.544 4.896 -1.912 -0.628
H 5.376 2.440 -0.459 0.481
H 3.814 2.008 -1.251 0.238
H 3.977 3.489 -0.417 -0.194
H 5.635 3.226 -3.005 0.346
H 4.060 4.574 -3.938 0.311
H 2.957 4.667 -2.584 0.252
H 3.077 3.101 -3.430 0.002
H 5.893 5.250 -2.733 0.347
C 1.464 2.211 -5.909 -1.295
C 2.969 2.255 -6.193 0.942
C 3.451 1.790 -7.562 -1.255
O 3.320 3.563 -6.216 -0.591
H 0.841 2.568 -6.729 0.436
H 1.266 2.726 -4.969 -0.101
H 0.931 1.272 -5.757 0.532
H 3.541 1.758 -5.410 0.052
H 4.282 2.352 -7.988 0.382
H 2.628 1.782 -8.277 0.301
H 3.926 0.830 -7.358 0.275
H 4.249 3.693 -6.422 0.355
C -4.941 -3.304 -2.408 -1.500
C -6.215 -3.961 -1.974 1.098
C -7.266 -4.136 -3.046 -1.291
O -5.971 -5.257 -1.412 -0.616
H -4.177 -3.008 -1.689 0.450
H -5.272 -2.389 -2.900 0.293
H -4.410 -3.896 -3.153 0.376
H -6.643 -3.354 -1.176 -0.187
H -6.749 -4.227 -4.001 0.304
H -7.782 -3.178 -3.114 0.353
H -8.001 -4.919 -2.855 0.336
H -6.730 -5.485 -0.870 0.349
C 4.457 -1.585 -2.950 -0.952
C 4.937 -1.940 -4.377 0.556
C 3.797 -1.977 -5.303 -1.294
O 5.718 -0.876 -5.014 -0.529
H 4.035 -2.492 -2.518 0.120
H 3.775 -0.744 -3.074 0.189
H 5.194 -1.229 -2.230 0.435
H 5.546 -2.844 -4.392 0.329
H 4.052 -2.140 -6.350 0.365
H 3.210 -1.062 -5.382 0.108
H 3.122 -2.779 -5.005 0.389
H 6.496 -0.729 -4.472 0.278
C 5.471 -1.142 5.748 -1.172
C 5.544 -1.187 4.229 0.766
C 5.176 0.099 3.496 -1.214
O 6.850 -1.508 3.893 -0.592
H 4.483 -1.359 6.156 0.231
H 5.784 -0.125 5.985 0.323
H 6.248 -1.806 6.126 0.380
H 4.916 -2.001 3.867 0.058
H 5.532 0.153 2.467 0.378
H 5.725 0.947 3.904 0.421
H 4.124 0.373 3.577 0.055
H 6.933 -2.382 4.283 0.356
C 1.052 2.325 3.981 -1.009
C 2.431 2.922 3.546 0.581
C 2.531 3.323 2.043 -0.651
O 2.648 4.056 4.317 -0.624
H 0.684 1.556 3.302 0.110
H 0.388 3.172 4.154 0.355
H 1.226 1.791 4.915 0.314
H 3.261 2.300 3.880 0.101
H 1.756 4.038 1.767 0.271
H 2.357 2.460 1.400 -0.227
H 3.412 3.840 1.663 0.284
H 3.504 4.429 4.093 0.374
C -5.183 -5.382 2.461 -1.113
C -4.482 -4.783 3.676 0.188
C -3.054 -4.359 3.603 -0.979
O -5.371 -3.747 4.117 -0.608
H -6.039 -5.947 2.829 0.376
H -4.455 -6.042 1.989 0.388
H -5.465 -4.703 1.657 0.060
H -4.463 -5.545 4.456 0.492
H -2.845 -4.137 2.557 0.319
H -2.357 -5.169 3.819 0.510
H -2.919 -3.522 4.288 0.076
H -5.431 -3.757 5.075 0.317

---

[8]
86
Properties=species:S:1:pos:R:3:mulliken_charge:R:1 method="wB97M-V/def2-TZVPD" spin_multiplicity=1 e_tot_ev=-259547.208 e_above_lowest_ev=2.872 homo_lumo_gap_ev=7.2438
Ni -0.784 -0.642 0.164 -0.018
Br -5.050 -1.900 -5.441 -0.179
C -3.994 -3.348 -4.830 0.016
C -4.612 -4.443 -4.252 -0.510
C -3.829 -5.495 -3.803 -0.391
C -2.448 -5.428 -3.892 0.424
C -1.841 -4.340 -4.508 -0.117
C -2.616 -3.296 -4.983 -0.557
N -1.715 -6.595 -3.446 -0.395
N -0.695 -6.502 -2.756 -0.564
C -0.262 -5.225 -2.235 -0.282
C 1.064 -4.885 -2.454 -1.050
C 1.562 -3.679 -1.951 -0.435
C 0.704 -2.854 -1.269 -0.076
O 1.072 -1.644 -0.621 -0.855
C -0.647 -3.150 -1.081 0.791
N -1.435 -2.234 -0.500 -0.090
C -2.884 -2.439 -0.543 1.228
C -3.224 -3.894 -0.397 -1.228
C -2.412 -4.809 -0.927 -0.673
C -1.115 -4.416 -1.485 0.774
H -5.688 -4.478 -4.158 0.445
H -4.285 -6.368 -3.354 0.426
H -0.765 -4.302 -4.610 0.471
H -2.152 -2.442 -5.455 0.447
H 1.699 -5.550 -3.022 0.433
H 2.595 -3.409 -2.109 0.560
H -3.276 -2.085 -1.519 0.090
H -4.139 -4.182 0.108 0.469
H -2.651 -5.864 -0.874 0.639
F 0.949 6.992 2.002 -0.297
C 0.426 5.787 1.801 0.574
C -0.943 5.615 1.791 0.367
F -1.747 6.657 1.989 -0.295
C -1.469 4.351 1.584 -0.202
F -2.805 4.264 1.633 -0.433
C -0.682 3.229 1.369 -0.281
P -1.430 1.548 1.000 1.015
C -2.921 1.930 -0.058 1.251
C -2.766 3.061 -1.018 -0.897
C -3.773 3.888 -1.295 -0.473
C -5.067 3.798 -0.604 -0.468
C -5.326 2.836 0.278 -1.499
C -4.363 1.731 0.554 -0.162
C -1.823 1.107 2.741 0.969
C -2.625 1.890 3.571 -0.141
C -2.861 1.518 4.887 -0.926
C -2.285 0.367 5.403 -0.635
C -1.472 -0.412 4.592 -0.718
C -1.249 -0.043 3.275 -0.297
C 0.697 3.433 1.407 0.242
Br 1.898 2.002 1.222 -0.204
C 1.245 4.686 1.618 0.503
F 2.564 4.874 1.656 -0.328
H -1.810 3.168 -1.522 0.399
H -3.637 4.675 -2.026 0.460
H -5.803 4.566 -0.804 0.426
H -6.272 2.818 0.806 0.508
H -4.350 1.462 1.609 0.524
H -3.085 2.793 3.195 0.534
H -3.495 2.136 5.510 0.422
H -2.466 0.081 6.431 0.384
H -1.009 -1.308 4.984 0.453
H -0.603 -0.670 2.661 0.174
O 2.949 -0.547 0.407 -0.403
B 2.338 -1.124 -0.692 1.013
O 3.147 -1.129 -1.812 -0.565
C 4.313 -0.513 -1.394 0.626
C 5.452 -0.263 -2.118 -0.926
C 6.493 0.364 -1.432 -0.539
C 6.376 0.710 -0.090 -0.570
C 5.210 0.448 0.630 -0.829
C 4.195 -0.164 -0.061 0.555
H 5.528 -0.532 -3.162 0.496
H 7.413 0.583 -1.957 0.385
H 7.207 1.187 0.410 0.394
H 5.105 0.716 1.672 0.536
N -4.725 -0.850 0.356 -0.442
C -4.553 0.433 -0.320 -0.620
C -3.077 0.534 -0.693 -0.556
N -2.518 -0.303 0.333 -0.221
C -3.385 -1.445 0.516 -1.015
H -5.362 -1.460 -0.139 0.422
H -5.271 0.579 -1.126 0.500
H -2.750 0.368 -1.725 0.661
H -3.253 -1.867 1.518 0.361